Below is C30H34As2N5Os as an isolated structure, with properties calculated with ωB97M-V with the def2-TZVPD basis set.

The calculation puts the energy relative to the best compared isomer or geometry (same formula, charge and spin) at 0.0451 eV. Its total charge is +3. The multiplicity is 5. For the HOMO-LUMO gap (spin up / spin down), the calculation gives 8.37 / 5.80 eV. The HOMO energy (spin up / spin down) is -16.2 / -16.9 eV.

```
72
Properties=species:S:1:pos:R:3:forces:R:3
Os 0.333 -0.384 -0.962 -0.18 0.04 0.03
As 2.059 0.921 -2.266 0.01 -0.22 -0.04
As 0.975 1.594 0.762 0.00 0.17 -0.12
N -2.430 0.726 -1.554 0.10 -0.10 0.04
N 1.655 -1.685 -0.057 -0.04 -0.01 0.06
N -1.118 -0.981 0.387 0.03 -0.25 0.08
N -1.205 0.431 -2.074 -0.06 0.01 0.02
N 1.209 -2.655 0.798 -0.07 0.05 -0.19
C -1.576 -5.080 1.096 0.01 -0.10 0.02
C 2.247 -3.173 1.480 0.02 -0.05 0.03
C 5.386 2.716 -0.467 -0.03 0.00 0.02
C -3.495 0.907 2.498 0.03 -0.04 -0.01
C -2.139 -0.080 0.758 0.07 -0.02 -0.01
C -0.043 3.222 0.522 -0.02 0.05 0.06
C -2.648 0.816 -3.753 -0.05 -0.05 -0.02
C -4.030 1.831 1.599 -0.06 0.08 -0.04
C 3.637 2.669 1.189 0.01 0.02 0.01
C -0.120 -3.168 0.766 0.11 -0.07 0.09
C -3.304 0.960 -2.547 -0.04 0.06 0.03
C 3.251 1.750 -1.005 -0.03 0.04 0.13
C 2.985 -1.622 0.121 -0.02 0.05 -0.06
C -0.296 -4.516 0.954 -0.01 0.01 -0.01
C 4.545 2.091 -1.380 0.04 0.02 0.02
C -2.693 0.822 -0.153 -0.09 0.09 -0.08
C 1.413 2.370 -3.367 0.06 0.01 0.01
C -2.560 -0.024 2.088 0.00 0.06 0.02
C 3.400 -2.534 1.077 -0.03 -0.02 0.05
C 0.988 1.322 2.669 0.01 -0.04 0.03
C -2.542 -2.887 0.822 -0.05 -0.09 0.01
C 3.147 -0.134 -3.462 0.02 0.04 0.00
C -1.253 -2.301 0.670 -0.04 0.19 -0.09
C -1.353 0.479 -3.411 0.13 -0.01 0.03
C -5.014 2.874 2.043 0.03 -0.06 -0.02
C 2.788 2.044 0.284 0.12 0.00 -0.08
C -2.695 -4.227 1.036 0.02 0.07 -0.01
C -3.610 1.772 0.271 0.01 -0.02 0.06
C -1.745 -6.551 1.263 0.01 0.08 0.02
C 4.933 3.002 0.813 0.03 0.00 -0.03
H 5.590 3.489 1.521 -0.01 0.00 0.00
H 4.400 -2.707 1.436 -0.01 0.01 0.00
H -2.130 -0.717 2.801 0.00 0.00 0.00
H -1.007 3.109 1.017 0.00 0.00 0.01
H -4.489 3.741 2.449 -0.01 0.00 0.01
H 6.394 2.980 -0.757 0.00 -0.01 0.00
H 2.095 -3.953 2.209 0.03 0.00 0.00
H 0.015 0.952 2.985 -0.01 0.01 0.01
H 3.569 -0.900 -0.425 0.02 0.00 0.00
H 3.763 -0.834 -2.901 0.01 -0.01 0.00
H -3.687 -4.649 1.130 0.00 0.01 0.00
H 2.271 3.008 -3.574 -0.04 0.04 -0.04
H -0.523 0.228 -4.050 -0.02 0.02 -0.02
H 0.649 2.941 -2.845 0.00 0.02 0.01
H 1.014 1.988 -4.303 0.01 0.01 -0.01
H -0.859 -7.020 1.686 0.01 0.00 -0.02
H 3.780 0.539 -4.039 0.02 -0.03 -0.02
H 0.564 -5.171 0.996 0.01 0.01 0.00
H -5.631 3.215 1.214 0.00 0.01 0.01
H -4.016 2.479 -0.441 0.00 -0.01 -0.01
H -1.929 -7.005 0.284 -0.01 -0.02 0.00
H 4.918 1.875 -2.374 -0.02 -0.01 -0.01
H -3.811 0.924 3.534 0.01 0.01 0.00
H 2.500 -0.685 -4.141 0.00 0.00 -0.01
H 0.509 4.048 0.968 -0.02 0.01 0.00
H 1.766 0.610 2.937 0.00 0.00 0.01
H -5.665 2.489 2.825 0.01 0.01 0.01
H -3.409 -2.249 0.722 0.01 -0.01 0.00
H -2.606 -6.777 1.891 -0.01 -0.01 -0.02
H -3.068 0.922 -4.738 0.01 -0.01 0.01
H -0.203 3.420 -0.536 0.02 0.00 -0.01
H 1.179 2.282 3.147 0.01 -0.03 0.06
H -4.332 1.202 -2.332 0.00 0.00 -0.02
H 3.310 2.908 2.194 -0.03 -0.01 -0.01
```
Forces are in eV/Å.

Results of the natural (NBO) charge analysis, in e, for atoms 1 through 6: Os 1.03; As 1.09; As 1.00; N -0.16; N -0.37; N -0.52



Below is C30H34AsN11O10S4W as an isolated structure at a distorted geometry, with properties calculated with ωB97M-V with the def2-TZVPD basis set.

The calculation puts the energy relative to the best compared isomer or geometry (same formula, charge and spin) at 2.7704 eV. The multiplicity is 3. For the HOMO-LUMO gap (spin up / spin down), the calculation gives 6.54 / 7.34 eV. The HOMO energy (spin up / spin down) is -7.0 / -7.8 eV.

```
91
Properties=species:S:1:pos:R:3:forces:R:3
W -0.544 0.430 -0.125 3.72 2.49 3.06
As -0.333 -0.279 -2.640 0.69 -2.67 -6.31
S -0.214 2.933 -1.936 2.00 2.00 -0.12
S 1.669 0.133 3.328 -0.04 -1.18 0.10
S -0.809 -0.792 4.533 0.02 -0.65 -0.15
S 1.715 -2.285 0.813 0.76 0.79 -0.26
O 1.061 2.616 -1.323 -0.06 0.87 -1.23
O 2.753 -1.275 0.740 0.07 -0.34 -0.33
O -2.389 0.908 0.235 -2.68 0.37 1.72
O 1.582 -2.937 2.089 -0.22 -0.37 -0.08
O 0.856 0.100 -1.492 0.29 -0.01 0.69
O -1.184 1.840 -1.611 -0.49 -0.53 -0.27
O 0.277 -1.983 -3.236 -0.59 1.46 0.44
O -0.718 4.238 -1.578 -0.51 -0.12 -0.47
O -1.477 -0.722 -1.448 -0.04 0.17 0.81
O -4.701 1.966 -0.435 -0.06 -0.13 0.24
N -0.253 4.782 1.784 -0.07 0.19 -0.02
N 3.579 -6.192 -3.196 0.11 -0.21 -0.27
N 1.434 1.119 0.752 0.77 -0.43 -0.41
N 1.502 3.349 1.395 0.60 0.29 -0.01
N -1.923 -1.651 0.705 -0.28 -1.90 0.54
N -0.735 0.368 2.097 -0.12 -1.43 1.27
N -0.617 -3.604 0.307 -0.55 -0.39 0.08
N 3.428 2.328 0.552 -0.14 -0.10 -0.02
N -2.051 0.546 2.469 -1.04 0.14 0.12
N 0.325 -1.491 0.437 0.23 -0.52 0.27
N -0.661 2.698 0.832 -0.17 0.30 0.43
C 4.372 3.150 1.271 -0.03 0.02 0.27
C 0.338 1.715 -4.336 -0.09 -0.21 -0.15
C 0.014 2.889 -3.719 -0.29 -0.03 0.76
C 2.555 -5.746 -1.066 -0.02 0.11 0.02
C -6.928 1.628 2.404 0.22 0.05 -0.30
C 0.103 4.006 -5.824 -0.06 0.10 0.02
C 0.402 2.801 -6.446 0.02 -0.04 0.06
C 0.151 3.580 1.309 -0.48 -0.91 -0.06
C 0.510 1.630 -5.701 0.04 -0.08 0.23
C 2.122 -3.488 -0.422 -0.03 0.39 0.24
C -1.724 -4.342 0.383 0.22 0.48 0.03
C -0.098 4.060 -4.455 -0.05 -0.10 0.09
C -6.102 1.038 3.351 0.05 -0.10 0.24
C 0.611 -1.922 4.847 -0.42 0.25 -0.18
C 2.982 -3.938 -2.606 -0.06 -0.13 0.12
C 2.121 2.211 0.879 -1.10 -0.26 0.05
C -6.439 1.931 1.147 -0.16 0.03 0.08
C 1.909 -1.180 4.612 0.15 0.69 -0.27
C -5.120 1.642 0.811 0.52 -0.07 -0.10
C -2.970 -3.785 0.618 -0.03 -0.17 -0.12
C -2.865 0.813 1.488 2.12 -0.35 0.26
C 3.020 -5.307 -2.312 -0.05 0.40 0.31
C 2.557 -3.033 -1.654 0.15 0.04 0.05
C -3.023 -2.408 0.757 0.88 0.46 -0.05
C 3.998 1.287 -0.283 0.02 -0.29 -0.23
C -0.759 -2.297 0.479 -1.58 -0.79 0.69
C -4.267 1.063 1.775 -0.77 0.20 -0.26
C 2.105 -4.840 -0.129 0.05 -0.05 -0.02
C -4.788 0.764 3.043 0.11 0.12 -0.33
C -0.029 -0.190 3.088 -0.83 2.16 -1.02
H 2.673 -1.849 4.221 -0.02 -0.03 0.05
H -0.357 4.971 -3.939 -0.03 0.18 -0.01
H 4.278 0.397 0.286 0.10 0.08 -0.05
H -0.003 4.907 -6.410 0.04 0.05 -0.07
H -7.954 1.856 2.645 -0.12 0.03 0.03
H 0.718 0.679 -6.171 0.03 -0.04 -0.10
H -6.484 0.804 4.334 -0.02 -0.04 0.07
H 2.267 -0.680 5.510 0.02 0.00 0.03
H -3.859 -4.392 0.667 -0.09 -0.05 0.01
H 3.974 4.135 1.504 0.05 0.05 0.01
H 2.065 0.315 0.585 -0.34 0.51 -0.02
H -3.954 -1.880 0.920 -0.11 0.01 0.03
H -7.059 2.406 0.403 -0.07 0.00 -0.10
H 3.665 -5.890 -4.152 -0.02 -0.13 0.00
H -1.231 5.006 1.746 0.07 0.07 -0.04
H 3.402 -7.171 -3.055 -0.04 0.05 -0.11
H 1.748 -5.155 0.838 -0.06 -0.12 0.10
H 3.258 1.003 -1.032 0.05 -0.01 0.01
H 2.567 -1.971 -1.853 -0.01 0.03 -0.10
H 4.672 2.664 2.206 0.11 0.11 0.02
H -1.616 3.068 0.816 0.32 -0.33 -0.07
H -4.113 0.325 3.761 0.01 -0.07 0.13
H 0.521 -2.744 4.140 0.00 0.03 0.17
H 0.535 -2.283 5.870 -0.05 -0.02 0.01
H -3.788 1.629 -0.553 -0.15 0.11 -0.08
H 5.256 3.291 0.651 -0.08 0.03 0.03
H 4.871 1.693 -0.793 -0.03 0.01 0.05
H 0.361 5.426 2.251 0.01 -0.13 -0.05
H 2.074 4.181 1.429 -0.16 -0.15 -0.13
H 3.291 -3.587 -3.578 0.10 0.05 -0.11
H 0.364 -2.594 -2.493 -0.08 0.01 0.07
H -1.573 -5.402 0.243 -0.15 -0.17 0.00
H 0.540 2.773 -7.517 0.01 -0.03 -0.11
H 2.563 -6.803 -0.841 0.01 -0.11 0.05
```
Forces are in eV/Å.

Results of the Mulliken charge analysis, in e, for atoms 1 through 6: W 1.96; As -0.18; S 1.88; S -0.06; S -0.09; S 1.58



Below is C30H34BrCl2N4O8SSm as an isolated structure at a distorted geometry, with properties calculated with ωB97M-V with the def2-TZVPD basis set.

The calculation puts the energy relative to the best compared isomer or geometry (same formula, charge and spin) at 1.1491 eV. The multiplicity is 6. For the HOMO-LUMO gap (spin up / spin down), the calculation gives 6.41 / 6.42 eV. The HOMO energy (spin up / spin down) is -8.3 / -8.3 eV.

```
81
Properties=species:S:1:pos:R:3:forces:R:3
Sm 2.272 1.424 0.016 1.89 2.11 -0.47
Br 0.922 1.303 3.078 -0.58 -0.18 -1.16
Cl 1.082 -3.872 3.323 -0.06 -0.37 -0.04
Cl 2.508 -1.576 1.332 -0.53 -0.37 -0.23
S 1.757 -1.913 -2.049 -0.43 1.23 1.92
O 0.669 -1.082 -1.424 1.56 -0.90 -0.73
O 4.631 3.642 3.235 -0.50 -0.53 -0.39
O 3.433 2.406 1.805 -0.83 0.30 -0.44
O 2.223 -3.014 -0.895 0.41 -0.47 -0.22
O -2.916 2.083 -3.194 0.85 0.22 0.86
O 1.246 2.190 -1.838 -0.50 -1.21 -0.05
O 4.095 2.437 -1.667 0.04 -2.63 -0.26
O 4.880 0.638 -0.541 -1.70 0.72 -2.92
N -0.943 1.418 -1.174 0.50 -0.94 -0.12
N -0.387 1.477 0.143 -1.70 -0.81 1.19
N 3.168 -0.985 -1.989 -0.29 -0.39 0.85
N 1.728 3.984 0.218 -0.45 -0.31 -0.37
C -5.911 0.209 3.430 0.36 -0.57 0.75
C -3.117 -5.639 1.944 0.01 0.92 0.16
C -0.854 0.919 2.398 -0.08 -1.62 3.60
C -2.236 1.058 -5.140 -0.52 0.20 -0.38
C -0.021 0.278 -5.511 0.21 0.33 -0.05
C -1.824 -4.917 1.600 -0.86 0.89 1.13
C -1.418 -3.811 2.276 -0.78 -0.96 0.04
C 2.552 5.053 0.783 0.65 0.64 0.17
C -5.187 -0.431 4.448 -0.81 -0.38 0.43
C 0.123 -4.818 0.145 0.19 -0.92 -0.48
C 4.836 0.485 -2.997 0.08 0.51 0.78
C -5.196 0.981 2.547 -1.22 1.38 -1.02
C -1.842 1.697 -3.968 -0.01 -0.92 0.26
C 0.432 -3.441 0.645 -0.61 1.04 0.26
C -1.218 1.019 1.069 1.20 1.58 -3.95
C -0.082 -3.230 2.058 0.03 1.33 0.46
C 3.602 -0.356 -3.230 -1.24 0.12 -1.23
C -1.366 0.299 -5.891 0.86 -0.17 0.55
C 1.885 -3.099 0.486 1.02 0.52 -0.82
C -3.810 -0.406 4.472 1.56 0.41 -0.89
C -0.087 2.183 -2.145 -0.30 1.80 0.28
C -0.487 1.692 -3.550 -1.06 -0.08 -0.03
C -3.843 1.140 2.624 1.48 -0.50 -0.02
C -1.644 0.312 3.358 1.54 0.67 0.20
C -0.997 -5.441 0.551 1.10 -0.41 -0.94
C 2.860 4.819 2.260 0.25 -0.45 -0.68
C 0.396 1.069 -4.422 0.09 -0.89 -0.41
C 4.592 1.251 -1.684 0.83 1.35 3.00
C -3.069 0.333 3.495 -2.00 0.00 -0.42
C 3.696 3.514 2.446 1.05 0.52 0.98
H -0.519 3.214 -2.013 0.44 -0.32 -0.36
H -1.305 -6.365 0.056 0.23 0.10 0.32
H -0.120 -2.731 -0.024 0.13 -0.37 0.61
H 3.960 -1.209 -1.356 -0.89 -0.09 -0.15
H 1.450 1.110 -4.214 0.01 0.13 0.24
H 3.748 -1.119 -4.010 0.21 0.23 0.07
H 1.473 4.149 -0.770 0.15 -0.10 0.79
H 2.092 6.038 0.667 -0.29 0.00 -0.03
H -2.966 -6.616 2.403 0.31 0.07 0.13
H -3.719 -5.833 1.058 -0.06 0.17 -0.13
H 2.526 -3.883 0.912 -0.12 0.34 -0.28
H 5.711 -0.149 -2.860 0.06 0.02 -0.01
H -5.734 1.588 1.802 0.20 -0.41 0.35
H -2.654 1.873 -2.269 -0.16 0.45 -0.37
H -5.724 -0.969 5.243 0.29 0.18 -0.48
H -2.221 0.677 0.775 0.51 0.07 0.06
H 4.993 1.177 -3.830 -0.08 -0.16 0.18
H -3.326 1.843 1.965 -0.43 -0.17 0.31
H 0.698 -0.367 -6.052 -0.40 0.68 0.36
H -3.683 -4.993 2.640 0.08 -0.51 -0.31
H 2.772 0.302 -3.576 0.80 -0.47 0.33
H 3.438 5.677 2.652 -0.04 -0.67 -0.26
H -1.722 -0.365 -6.664 -0.08 0.21 -0.25
H -0.120 -2.162 2.368 0.22 -0.57 -0.73
H -3.295 1.115 -5.403 0.27 -0.13 0.19
H 0.875 3.913 0.781 0.07 0.17 -0.42
H -0.812 0.452 -1.479 -0.20 -0.19 0.20
H -1.037 -0.138 4.150 -0.54 0.29 0.25
H 0.813 -5.299 -0.585 -0.74 0.57 0.45
H -6.994 0.125 3.353 0.32 0.04 0.13
H 3.516 5.150 0.252 -0.43 -0.48 -0.01
H 1.958 4.807 2.873 -0.28 -0.32 -0.08
H -2.003 -3.350 3.084 0.14 -0.50 -0.34
H -3.206 -0.944 5.198 -0.40 -0.09 0.11
```
Forces are in eV/Å.

Results of the Mulliken charge analysis, in e, for atoms 1 through 6: Sm 1.14; Br -0.10; Cl -0.20; Cl -0.07; S 0.31; O -0.53